A single C9H20NO3P molecule in a non-equilibrium geometry. Source: OMol25; level of theory: ωB97M-V/def2-TZVPD.

Calculated values
- E (a.u.) = -976.59887
- energy above the lowest of the compared OMol25 structures with the same formula, charge and spin (kJ/mol) = 523.4
- HOMO (spin up / spin down) (eV) = -7.5 / -6.5
- orbital gap (spin up / spin down) (eV) = 8.0 / 6.9

```
34
C9H20NO3P (ωB97M-V/def2-TZVPD)
C 0.418 -1.744 -0.458
C -1.394 0.920 -0.790
C 1.049 0.592 -0.663
C -0.952 -1.821 0.001
C -0.985 -2.073 1.465
C -1.780 -2.669 -0.954
C 1.908 2.357 0.954
C 3.621 0.803 -0.235
C 2.248 1.574 -0.329
N -0.201 1.306 -0.295
O -2.735 2.272 1.150
O 1.196 -0.661 0.041
O -4.030 0.669 -0.270
P -2.644 0.760 0.538
H 1.076 -2.590 -0.123
H 0.431 -1.738 -1.609
H -1.557 0.499 -1.802
H 1.083 0.382 -1.709
H -1.961 -2.005 1.945
H -0.279 -1.417 1.898
H -0.759 -3.034 1.833
H -1.169 -3.136 -1.719
H -2.645 -2.283 -1.611
H -2.330 -3.496 -0.419
H 1.735 1.501 1.495
H 1.147 3.039 0.791
H 2.821 2.817 1.165
H 3.810 0.220 0.618
H 4.396 1.519 -0.465
H 3.573 0.046 -1.107
H 2.322 2.213 -1.157
H -2.528 3.178 0.834
H -0.037 1.364 0.682
H -4.851 0.636 0.307
```